Entry 1:
This record from OMol25 describes a cluster of 3 separate species, C5H10N4O4 in total at a distorted geometry. The level of theory is the ωB97M-V functional and the def2-TZVPD basis.

CARTESIAN COORDINATES (ANGSTROEM)
C1 3.377 0.243 -2.012
C2 -1.111 0.218 0.218
C3 -0.030 -0.824 0.255
C4 -0.575 1.665 -0.166
C5 0.978 -0.764 1.388
N1 2.254 2.452 1.765
N2 2.409 1.384 2.071
N3 1.854 -1.626 1.437
N4 -0.406 1.791 -1.657
O1 3.525 0.741 -3.018
O2 3.197 -0.418 -1.071
O3 2.077 -2.839 0.648
O4 3.032 -1.443 2.167
H1 -1.430 0.480 1.256
H2 -1.991 -0.003 -0.409
H3 -0.624 -1.740 0.159
H4 0.574 -0.714 -0.692
H5 0.295 2.030 0.403
H6 -1.393 2.349 -0.052
H7 3.051 -0.563 2.696
H8 3.126 -2.887 0.588
H9 0.260 1.128 -2.252
H10 -1.243 1.894 -2.137

Cartesian forces, eV/Å:
C -0.60 -2.53 2.07
C 0.52 3.44 1.75
C 0.45 0.89 -0.98
C -0.65 -1.66 -2.73
C -7.04 3.68 -2.78
N 0.62 -3.94 1.12
N -0.47 4.27 -0.96
N 6.70 -6.58 1.84
N 4.31 -1.31 -0.19
O 0.48 1.91 -2.33
O 0.14 0.65 0.27
O 2.00 1.67 0.54
O 1.23 1.36 1.22
H -0.34 -1.04 -0.44
H 0.58 -0.11 0.27
H 0.79 -0.63 0.54
H -0.56 -0.36 0.49
H -0.36 -0.47 -0.42
H -0.37 0.49 0.75
H -0.76 -2.01 -1.73
H -2.99 0.53 0.18
H -2.00 1.70 2.29
H -1.69 0.05 -0.78

**⟨S²⟩**: 2.007
**2S+1**: 3
**DFT total energy**: -19489.16334 eV
**Kohn-Sham gap (alpha / beta)**: 0.1965 / 0.2710 Eh


Entry 2:
This record from OMol25 describes the ion C9H19BN2OP with charge +1 at a distorted geometry. The level of theory is the ωB97M-V functional and the def2-TZVPD basis.

CARTESIAN COORDINATES (ANGSTROEM)
B1 -1.376 -1.382 -0.318
C1 4.014 -0.699 -0.153
C2 -1.355 2.421 0.151
C3 -0.013 1.974 0.552
C4 -2.131 1.127 0.012
C5 1.018 -1.682 -0.524
C6 1.227 -0.295 0.240
C7 0.135 0.646 -0.242
C8 -2.884 -1.910 -0.025
C9 1.057 -0.630 1.743
N1 -1.143 0.082 -0.173
N2 0.366 0.849 -1.761
O1 -0.295 -2.161 -0.469
P1 2.853 0.492 -0.363
H1 4.924 -0.254 -0.245
H2 3.767 -1.622 0.311
H3 -1.692 3.203 0.842
H4 -1.299 3.075 -0.754
H5 0.838 2.709 0.397
H6 -0.111 1.613 1.621
H7 -2.797 1.016 0.940
H8 -2.947 1.082 -0.842
H9 1.267 -1.515 -1.638
H10 1.615 -2.412 0.023
H11 -2.972 -1.671 1.036
H12 -2.878 -3.030 -0.260
H13 -3.663 -1.431 -0.570
H14 1.417 0.250 2.473
H15 1.765 -1.442 1.975
H16 -0.008 -0.921 1.998
H17 0.736 -0.015 -1.914
H18 1.177 1.543 -1.952
H19 -0.610 0.988 -2.110

Cartesian forces, eV/Å:
B -1.98 2.07 0.93
C -3.76 1.31 0.43
C -0.54 2.55 -1.26
C 2.00 -0.95 0.50
C -4.00 0.02 -0.10
C 0.28 1.65 -0.57
C -0.21 -1.31 -0.48
C 0.21 0.78 1.55
C 2.74 -1.64 -0.65
C 0.90 1.74 1.52
N -0.61 -1.68 -0.13
N -0.06 4.48 1.09
O -0.06 -0.81 -0.14
P 0.36 -0.96 0.89
H 3.04 0.16 -0.52
H 0.50 -0.76 0.19
H -0.59 -0.77 0.28
H -0.07 -0.94 -0.03
H -1.03 -0.89 0.42
H 0.66 0.64 -1.06
H 1.16 -0.34 -1.02
H 1.72 0.44 1.42
H 0.28 -1.08 1.53
H 0.39 -0.04 -0.84
H -0.44 -0.43 0.14
H -0.36 1.50 0.73
H -0.56 0.45 -0.42
H -1.00 -1.80 -1.70
H -0.51 0.10 0.03
H 1.35 0.31 -0.28
H 0.82 -3.10 -1.89
H -2.05 -0.86 -0.08
H 1.45 0.17 -0.45

**2S+1**: 1
**Charge**: +1
**Energy relative to the best compared isomer or geometry (same formula, charge and spin)**: 0.179 eV
**SMILES**: C=P[C@]1(C)COB(C)N2CCC[C@]21[NH3+]
**DFT total energy**: -24627.42294 eV
**Kohn-Sham gap**: 0.3436 Eh


Entry 3:
This record from OMol25 describes the molecule C19H19ClN2O2S at a distorted geometry. The level of theory is the ωB97M-V functional and the def2-TZVPD basis.

CARTESIAN COORDINATES (ANGSTROEM)
C1 3.178 1.097 -1.457
C2 2.313 0.232 -0.625
N1 1.240 -0.300 -1.054
N2 0.671 -1.044 -0.070
C3 -0.446 -1.793 -0.205
O1 -0.807 -2.545 0.682
C4 -1.178 -1.594 -1.505
H1 -1.914 -2.384 -1.644
H2 -0.469 -1.535 -2.331
S1 -2.039 0.017 -1.425
C5 -2.233 0.329 -3.227
C6 -0.912 0.561 -3.878
C7 -0.234 1.757 -3.670
C8 1.002 1.972 -4.250
C9 1.583 0.987 -5.033
C10 0.921 -0.210 -5.236
C11 -0.321 -0.422 -4.662
H3 -0.842 -1.353 -4.839
H4 1.370 -0.981 -5.844
H5 2.550 1.155 -5.485
H6 1.513 2.911 -4.094
H7 -0.684 2.517 -3.048
H8 -2.867 1.214 -3.274
H9 -2.761 -0.524 -3.653
C12 1.433 -1.003 1.203
O2 1.868 -2.279 1.543
H10 1.076 -2.831 1.647
C13 0.567 -0.367 2.275
C14 -0.289 0.681 1.960
C15 -1.067 1.267 2.941
C16 -0.978 0.807 4.245
C17 -0.123 -0.231 4.576
C18 0.646 -0.815 3.586
H11 1.317 -1.625 3.830
H12 -0.064 -0.581 5.594
Cl1 -1.946 1.540 5.475
H13 -1.740 2.073 2.694
H14 -0.368 1.037 0.943
C19 2.629 -0.115 0.810
H15 2.710 0.772 1.437
H16 3.553 -0.690 0.886
H17 3.265 2.083 -1.003
H18 2.753 1.190 -2.452
H19 4.178 0.670 -1.524

Cartesian forces, eV/Å:
C -0.10 -0.02 -0.14
C -0.05 -0.15 0.44
N 0.14 0.36 -0.97
N 0.45 -0.10 1.08
C 0.07 0.13 -0.55
O -0.12 -0.15 0.20
C -0.47 0.28 -0.11
H 0.19 -0.04 0.05
H 0.01 -0.10 0.03
S -0.14 -0.10 -0.18
C 0.04 -0.19 0.64
C 0.06 -0.05 -0.17
C 0.01 -0.03 -0.09
C -0.06 0.11 0.00
C 0.08 -0.05 -0.07
C 0.14 -0.03 -0.05
C -0.12 0.11 0.02
H -0.07 -0.08 0.00
H 0.04 -0.06 -0.05
H 0.07 0.02 -0.04
H 0.04 0.08 0.01
H -0.04 0.10 0.08
H -0.06 -0.04 -0.06
H -0.04 0.10 -0.11
C -0.37 0.16 -0.17
O 0.32 -0.24 0.18
H -0.03 0.11 -0.07
C 0.00 -0.13 0.15
C 0.12 -0.10 0.10
C -0.01 0.03 0.09
C 0.15 -0.12 -0.16
C -0.10 0.11 0.04
C 0.06 0.06 -0.16
H 0.02 -0.06 0.03
H -0.03 -0.01 0.10
Cl -0.15 0.11 0.18
H -0.08 0.08 0.02
H -0.02 0.02 -0.15
C -0.23 -0.24 -0.13
H 0.02 -0.01 0.00
H 0.03 0.01 0.02
H 0.05 0.10 0.01
H 0.04 0.02 -0.03
H 0.10 0.01 -0.02

**2S+1**: 1
**Energy relative to the best compared isomer or geometry (same formula, charge and spin)**: 1.080 eV
**SMILES**: CC1=NN(C(=O)CSCc2ccccc2)[C@](O)(c2ccc(Cl)cc2)C1
**DFT total energy**: -50444.70900 eV
**Kohn-Sham gap**: 0.3429 Eh


Entry 4:
This record from OMol25 describes a cluster of 2 separate species, C10H22N4 in total at a distorted geometry. The level of theory is the ωB97M-V functional and the def2-TZVPD basis.

CARTESIAN COORDINATES (ANGSTROEM)
C1 -0.801 -1.343 0.143
C2 -0.538 -0.073 0.013
C3 -2.079 -2.075 0.133
C4 0.504 -2.052 0.313
C5 -3.154 -1.088 -0.305
C6 1.684 -1.006 0.203
C7 1.815 1.386 0.547
C8 -1.606 0.953 -0.380
C9 -2.886 0.286 0.230
C10 0.970 0.300 -0.051
N1 3.064 1.420 0.485
N2 -4.051 1.209 -0.080
N3 -1.505 2.320 0.198
N4 4.927 -0.160 -0.489
H1 -2.170 -2.873 -0.524
H2 -2.394 -2.445 1.110
H3 0.589 -2.688 1.157
H4 0.542 -2.807 -0.526
H5 -3.226 -1.093 -1.470
H6 -4.188 -1.416 -0.014
H7 2.187 -1.117 1.131
H8 2.073 -1.502 -0.713
H9 1.397 2.310 0.929
H10 -1.599 0.889 -1.500
H11 -2.694 0.162 1.312
H12 1.248 0.619 -1.160
H13 3.586 2.166 0.962
H14 3.674 0.602 -0.067
H15 -4.613 0.943 -0.936
H16 -4.749 1.192 0.592
H17 -3.409 2.134 -0.219
H18 -0.993 2.923 -0.421
H19 -1.279 2.439 1.162
H20 4.986 -0.826 -1.220
H21 5.447 -0.515 0.256
H22 5.425 0.702 -0.897

Cartesian forces, eV/Å:
C 2.25 -1.77 1.09
C 0.17 3.94 -0.41
C -1.61 2.12 0.98
C -0.06 -1.24 -1.57
C -1.72 -0.54 -2.25
C -2.51 -3.36 -1.71
C -2.80 1.55 0.54
C 0.19 -1.43 1.51
C 0.10 -0.06 -0.93
C 1.48 0.17 -2.48
N 2.08 -1.24 -0.45
N 2.79 0.88 -2.78
N -0.94 -0.92 -2.38
N -0.21 3.14 -2.00
H 0.61 -1.70 -1.18
H 0.60 -0.09 0.23
H -0.17 -0.36 1.18
H 0.16 0.70 0.56
H 0.32 0.33 1.79
H 0.93 0.13 0.05
H 1.17 0.37 0.35
H 1.30 1.25 0.90
H -0.58 -0.12 0.46
H -0.44 0.99 0.86
H -0.59 0.73 -0.25
H -0.99 -0.65 1.42
H -0.44 -0.21 -0.54
H 0.16 0.46 1.02
H 1.38 0.32 0.57
H -1.35 0.74 2.32
H -2.12 -1.12 0.73
H 0.12 0.42 0.17
H 0.28 -0.29 0.53
H -0.16 -0.90 -0.85
H 1.14 -0.50 1.54
H -0.53 -1.75 0.96

**2S+1**: 1
**Charge**: +2
**Energy relative to the best compared isomer or geometry (same formula, charge and spin)**: 0.000 eV
**DFT total energy**: -16670.49156 eV
**Kohn-Sham gap**: 0.3475 Eh